Density functional theory data (ωB97M-V with the def2-TZVPD basis set) for a structure of composition C2HNiO2.

The value obtained for the HOMO energy (alpha / beta) is -9.02 / -8.86 eV. As for the net charge: 0. For the strongest force on any atom, the calculation gives 3.49 eV Å⁻¹. Its spin multiplicity is 4.

Cartesian coordinates (Å):
C: 0.8390 0.1667 -0.5993
C: 0.2357 1.1873 -0.9574
H: 0.0391 2.1299 -1.4346
O: -1.7688 -0.8813 1.6265
Ni: -0.1765 -1.7160 1.2568
O: 0.8315 -0.8865 0.1080

Forces on the atoms, in the same order (eV/Å):
-2.9659 1.7983 0.4125
1.6111 -0.4190 -0.5229
0.0907 -0.3697 0.1439
1.3028 -1.1111 -0.0129
-2.1869 1.1251 0.5241
2.1483 -1.0236 -0.5446

Density functional theory data (ωB97M-V with the def2-TZVPD basis set) for a structure of composition C5H12N2O2.

The value obtained for the HOMO energy is -7.92 eV. As for the net charge: 0. For the strongest force on any atom, the calculation gives 5.37 eV Å⁻¹. Its spin multiplicity is 1.

Cartesian coordinates (Å):
C: -0.5006 1.1033 1.3285
C: -0.3335 -1.2346 -1.4271
C: 0.3359 -1.0984 -0.0878
C: 0.1390 -2.0037 0.8962
O: -1.6881 0.3665 1.4665
H: -1.4450 -0.5734 1.5308
H: 0.3185 0.8780 2.0197
H: -0.8080 2.1315 1.5417
H: -0.3298 -2.2757 -1.7474
H: 0.2159 -0.7136 -2.2162
H: -1.3589 -0.8723 -1.4209
H: 0.7060 -2.0019 1.8158
H: -0.7220 -2.6504 0.8432
C: 0.5242 1.5983 -0.2098
N: 1.4860 -0.2393 -0.1108
N: -0.3768 1.8058 -1.2202
O: 1.3945 2.4117 0.0237
H: -0.3994 2.6842 -1.7114
H: 2.1132 -0.3694 -0.9075
H: 2.0036 -0.2979 0.7597
H: -1.2748 1.3514 -1.1667

Forces on the atoms, in the same order (eV/Å):
1.4736 1.9457 -1.1238
-0.0333 -0.0025 -0.4141
2.1670 -2.1937 -0.4724
-0.3685 1.2944 -0.3847
0.5745 -0.5237 -0.4710
-0.1233 0.4115 -0.1325
-0.2382 -0.4476 0.1041
0.1957 -0.0263 -0.1112
-0.2134 -0.1057 0.2620
-0.1583 0.2485 0.2871
-0.0612 -0.0032 -0.0402
0.1656 -0.0044 0.0008
-0.0739 -0.2000 -0.0171
-3.4046 2.3506 3.4220
-0.3750 -1.1583 -0.1675
-0.3266 -1.0055 -0.9929
0.4544 -0.8341 -0.0643
0.5698 0.0103 0.0166
-0.4179 -0.0629 0.2357
0.0278 0.3091 -0.1452
0.1656 -0.0021 0.2087

Density functional theory data (ωB97M-V with the def2-TZVPD basis set) for a cluster of 2 separate species, C4H10NO in total.

The value obtained for the HOMO energy is -14.15 eV. As for the net charge: +1. For the strongest force on any atom, the calculation gives 5.68 eV Å⁻¹. Its spin multiplicity is 1.

Cartesian coordinates (Å):
C: -1.7973 1.4699 -0.4382
C: -1.0280 0.7714 0.6488
C: 0.3467 0.8017 0.7971
N: 0.7335 -0.0803 1.9189
C: 1.7974 -0.8768 2.0734
H: -1.4325 2.4619 -0.7964
H: -2.8934 1.8393 -0.1540
H: -1.9444 0.6514 -1.2316
H: -1.6201 0.1347 1.2032
H: 1.0754 0.8100 0.0309
H: 0.0070 -0.2357 2.6218
H: 2.4913 -0.6969 1.3399
H: 1.7056 -1.6264 2.9419
H: 0.4464 -2.4511 -3.9367
H: 0.9940 -1.0334 -3.6460
O: 1.1183 -1.9395 -3.3729

Forces on the atoms, in the same order (eV/Å):
-2.2256 0.4597 -0.4985
2.7063 2.6076 -2.1300
-2.9589 -2.5752 1.7612
1.8381 -2.1970 0.2080
-5.1249 1.4783 1.9668
0.6124 -1.2924 -0.1022
2.1719 -1.4527 -0.0096
0.1642 1.5412 0.6360
-1.0144 -1.0000 1.9086
0.6737 1.1111 -0.5723
0.0411 0.3447 -0.2812
2.2859 -0.4028 -1.2944
0.8402 1.3403 -1.6176
1.5626 1.0930 1.2523
0.0020 0.4062 -0.2380
-1.5746 -1.4619 -0.9890